(1)
Here is one molecule with the formula C4H6N2O from OMol25. Energies are from the ωB97M-V functional and the def2-TZVPD basis.

ORCA input file:
```
! wB97M-V def2-TZVPD RIJCOSX def2/J DEFGRID3
* xyz 0 1
H -2.093 1.581 -0.787
N -2.312 0.605 -1.101
C -1.582 0.379 -0.094
O -1.145 -0.763 0.449
C 0.136 -1.179 0.008
C 1.293 -0.329 0.562
C 1.524 0.917 -0.178
N 1.710 1.887 -0.780
H -1.229 1.304 0.473
H 0.158 -1.202 -1.087
H 0.224 -2.191 0.397
H 1.097 -0.092 1.613
H 2.217 -0.917 0.526
*
```

Values from the calculation:
Energy above the lowest of the compared OMol25 structures with the same formula, charge and spin in kcal per mole: 66.7
E in eV: -9270.6079
Highest occupied orbital energy in hartree: -0.39611
Kohn-Sham gap in eV: 11.374

---

(2)
Here is one molecule with the formula C4H6N2O from OMol25. Energies are from the ωB97M-V functional and the def2-TZVPD basis.

ORCA input file:
```
! wB97M-V def2-TZVPD RIJCOSX def2/J DEFGRID3
* xyz 0 1
N -1.957 0.643 -0.193
C -0.621 0.349 -0.151
C 0.454 1.132 -0.340
C 1.610 0.272 -0.188
O 2.736 0.557 0.154
N 1.227 -1.045 -0.201
C -0.166 -1.053 0.091
H -2.579 0.028 0.313
H -2.200 1.619 -0.102
H 0.498 2.204 -0.455
H 1.845 -1.709 0.250
H -0.723 -1.817 -0.459
H -0.124 -1.180 1.282
*
```

Values from the calculation:
Energy above the lowest of the compared OMol25 structures with the same formula, charge and spin in kcal per mole: 17.4
E in eV: -9272.7481
Highest occupied orbital energy in hartree: -0.32679
Kohn-Sham gap in eV: 9.588

---

For each record above, in turn, the calculated max |F| values are 3.557 3.028 eV/A.